No. 1
{"formula": "C5H8O", "method": "ωB97M-V with the def2-TZVPD basis set", "total_charge": 0, "homo_ev": -7.705, "homo_lumo_gap_ev": 7.851, "energy_ev": -7356.538, "relative_energy_kj_mol": 551.7, "symbols": ["O", "C", "C", "C", "C", "C", "H", "H", "H", "H", "H", "H", "H", "H"], "positions_angstrom": [[-2.270, 0.179, 1.961], [-0.442, -0.035, 0.495], [-0.655, 0.790, -0.753], [0.817, -0.618, 0.000], [-1.175, -0.294, 1.678], [0.537, 0.004, -1.370], [-0.465, 1.868, -0.661], [2.020, 0.043, 0.393], [-0.670, -1.012, 2.373], [1.210, -1.612, 0.220], [0.204, -0.790, -2.042], [-1.616, 0.655, -1.260], [1.153, 0.261, 0.805], [1.352, 0.561, -1.840]], "atomic_forces_ev_per_a": [[0.1723, -0.0948, -0.0266], [-0.5124, -0.0441, 0.1863], [-0.0902, 0.1166, -0.0968], [0.1156, -0.2735, -0.0194], [0.1453, 0.0493, -0.1276], [0.0980, -0.0242, -0.1588], [-0.0216, -0.1274, 0.0140], [-0.1032, 0.0134, 0.0258], [-0.0943, 0.0813, -0.0566], [-0.0552, 0.2006, -0.0257], [0.0515, 0.0987, 0.1043], [0.1456, 0.0316, 0.0798], [0.2753, 0.0559, 0.0294], [-0.1266, -0.0835, 0.0720]]}

***

No. 2
{"formula": "C5H8O", "method": "ωB97M-V with the def2-TZVPD basis set", "total_charge": 0, "homo_ev": [-7.886, -7.885], "homo_lumo_gap_ev": [8.245, 8.244], "energy_ev": -7354.385, "relative_energy_kj_mol": 759.4, "symbols": ["O", "C", "C", "C", "C", "C", "H", "H", "H", "H", "H", "H", "H", "H"], "positions_angstrom": [[0.931, -1.338, -0.399], [-2.034, 1.872, 0.633], [-0.749, -0.423, 0.788], [2.214, -1.605, -0.918], [-1.840, 0.533, 1.414], [0.763, -0.186, 0.084], [-0.457, -1.190, 1.622], [2.281, -1.777, -1.976], [2.735, -2.469, -0.471], [-1.341, 2.467, 1.297], [-1.734, 1.735, -0.368], [-3.023, 2.211, 0.821], [2.858, -0.655, -0.739], [-1.485, -0.864, 0.050]], "atomic_forces_ev_per_a": [[0.3563, -1.9080, -0.8762], [1.2359, -2.6690, 2.9155], [-0.0485, 0.6828, 1.5017], [3.3954, 1.6197, 0.1666], [1.5277, 0.3327, -1.5513], [-3.1299, 1.3966, 1.7178], [-0.7308, 0.9920, -1.6180], [-0.9307, -0.0448, -0.6233], [-0.7884, 0.3376, 0.3892], [-0.2738, -0.1200, -0.8808], [0.4414, 0.6648, -1.3104], [-0.7923, 0.5114, -0.1883], [-0.9960, -1.6225, -0.1207], [0.7336, -0.1733, 0.4782]]}

***

No. 3
{"formula": "C5H8O", "method": "ωB97M-V with the def2-TZVPD basis set", "total_charge": 0, "homo_ev": -10.030, "homo_lumo_gap_ev": 11.185, "smiles": "C1C[C@@H]2O[C@@H]2C1", "energy_ev": -7361.172, "relative_energy_kj_mol": 104.5, "symbols": ["O", "C", "C", "C", "C", "C", "H", "H", "H", "H", "H", "H", "H", "H"], "positions_angstrom": [[-0.259, 0.591, 1.688], [-1.045, -0.738, -0.194], [-0.402, 0.367, -1.083], [-0.251, -0.705, 1.093], [0.973, 0.711, -0.459], [0.899, 0.191, 0.959], [1.791, 0.195, -0.980], [1.799, 0.098, 1.567], [-1.034, 1.260, -1.096], [-0.298, 0.026, -2.119], [-2.095, -0.501, 0.021], [-0.241, -1.555, 1.775], [-1.021, -1.724, -0.678], [1.185, 1.786, -0.494]], "atomic_forces_ev_per_a": [[-0.1336, 0.1752, 0.0066], [-0.0709, 0.1606, -0.0579], [-0.0590, 0.0285, -0.0270], [0.1127, -0.3679, -0.0797], [-0.0206, 0.0168, 0.0235], [0.2456, -0.0955, -0.1302], [-0.1281, 0.0760, 0.1224], [-0.1338, -0.0601, -0.1507], [0.0844, -0.1944, 0.0203], [-0.0292, 0.1251, 0.1959], [0.1480, -0.1271, -0.0868], [-0.1170, 0.2272, -0.0496], [0.1287, 0.1966, 0.2188], [-0.0271, -0.1609, -0.0056]]}

***

No. 4
{"formula": "C5H8O", "method": "ωB97M-V with the def2-TZVPD basis set", "total_charge": 0, "homo_ev": -7.665, "homo_lumo_gap_ev": 8.183, "energy_ev": -7357.579, "relative_energy_kj_mol": 451.2, "symbols": ["O", "C", "C", "C", "C", "C", "H", "H", "H", "H", "H", "H", "H", "H"], "positions_angstrom": [[-1.236, -0.939, 1.086], [-1.621, -0.894, -0.195], [-0.530, -0.265, -0.958], [0.037, -0.305, 1.259], [1.828, 0.602, -0.440], [0.486, 0.022, -0.136], [-2.783, 0.507, -0.325], [1.978, 1.541, 0.107], [2.636, -0.076, -0.142], [-0.083, 0.596, 1.880], [-0.564, -0.114, -2.031], [0.685, -1.011, 1.789], [1.932, 0.811, -1.508], [-2.764, -0.476, -0.386]], "atomic_forces_ev_per_a": [[-0.0398, -0.0541, -0.0034], [0.0746, 0.2578, -0.0429], [0.1460, -0.0144, 0.0476], [0.1458, 0.0478, 0.0141], [0.0159, 0.0188, -0.0346], [-0.1529, -0.0471, -0.0479], [0.1423, -0.1115, 0.0316], [-0.0288, -0.1315, -0.0606], [-0.1333, 0.0856, -0.0288], [0.0254, -0.0630, -0.0537], [0.0030, -0.0128, 0.1651], [-0.0530, 0.0931, -0.0829], [-0.0237, -0.0368, 0.1555], [-0.1215, -0.0320, -0.0592]]}